The molecule C3H5NO3 at a distorted geometry, computed with ωB97M-V/def2-TZVPD.

Each atom is followed by the atoms it is bonded to, with distances in Å.
Element x y z (Å)
1 C -0.827 0.492 0.818  C2 1.539, O5 1.474, H8 1.070, H9 1.124
2 C 0.530 -0.206 0.610  C1 1.539, C3 1.327, H10 1.096
3 C 0.783 -1.176 -0.259  C2 1.327, O7 1.372, H11 1.130
4 N -1.612 1.823 -0.909  O5 1.359, O6 1.201
5 O -0.744 1.795 0.136  C1 1.474, N4 1.359
6 O -1.243 2.468 -1.852  N4 1.201
7 O 2.078 -1.626 -0.309  C3 1.372, H12 1.047
8 H -1.573 -0.132 0.373  C1 1.070
9 H -1.089 0.780 1.872  C1 1.124
10 H 1.512 -0.113 1.087  C2 1.096
11 H 0.135 -1.439 -1.148  C3 1.130
12 H 2.049 -2.667 -0.419  O7 1.047

The calculation puts the LUMO energy at 0.36 eV. The calculation puts the energy above the lowest of the compared OMol25 structures with the same formula, charge and spin at 131.4 kcal per mole. The highest occupied orbital energy comes out at -0.3538 Eh.